[1]
Below is a molecular structure, C10H9N2O5SeTi in a non-equilibrium geometry, with properties calculated with wB97M-V/def2-TZVPD.

```
28
C10H9N2O5SeTi wB97M-V/def2-TZVPD
O -0.03 3.17 -1.74
C -0.24 2.12 -1.31
Ti -0.38 0.12 -0.55
O 0.28 0.03 -3.77
C 0.01 -0.06 -2.64
C 0.14 -1.78 0.00
O 0.49 -2.86 0.34
C -0.28 0.77 1.59
O 0.60 0.58 2.39
C 1.76 0.61 -0.30
O 2.86 0.94 -0.24
H -1.19 1.36 1.92
C -2.58 -3.41 -0.54
N -2.68 -2.84 0.79
C -2.71 -3.56 1.97
C -2.84 -2.66 2.98
N -2.89 -1.40 2.40
C -3.01 -0.17 3.16
C -2.83 -1.51 1.04
Se -2.86 -0.09 -0.22
H -1.62 -3.85 -0.73
H -2.77 -2.66 -1.30
H -3.32 -4.20 -0.65
H -2.64 -4.64 1.97
H -2.90 -2.82 4.04
H -3.80 -0.25 3.91
H -2.09 0.07 3.68
H -3.25 0.65 2.49
```

Summary:
Energy relative to the best compared isomer or geometry (same formula, charge and spin), kJ/mol: 41.3
LUMO level (spin up / spin down), eV: -10.12 / -9.85
Highest occupied orbital energy (spin up / spin down), eV: -15.51 / -16.24
Gap between HOMO and LUMO (spin up / spin down), eV: 5.3916 / 6.3912
Charge: +2
Spin multiplicity: 2

So, what does the Löwdin scheme give us? The charges, in e, come out as: 0.252 -0.021 0.252 0.225 -0.012 -0.023 0.197 -0.235 0.061 -0.001 0.245 0.085 -0.016 -0.117 0.023 0.031 -0.092 -0.010 -0.578 0.858 0.089 0.069 0.121 0.154 0.146 0.125 0.103 0.068

---

[2]
Below is 19 unconnected molecules or ions with the total composition C112H174N25O24 in a non-equilibrium geometry, with properties calculated with wB97M-V/def2-TZVPD.

```
335
C112H174N25O24 wB97M-V/def2-TZVPD
C -5.34 8.79 -6.19
N -4.87 7.55 -5.56
C -4.22 7.50 -4.39
C -3.84 6.36 -3.83
C -4.14 5.13 -4.44
C -4.81 5.22 -5.66
C -5.17 6.37 -6.22
C -3.71 3.87 -3.87
C -4.20 3.52 -2.65
C -3.88 2.33 -2.12
N -2.97 1.50 -2.75
C -2.55 1.81 -3.98
C -2.89 3.03 -4.56
C -2.45 0.30 -2.04
H -6.44 8.78 -6.22
H -5.00 8.82 -7.21
H -4.91 9.62 -5.66
H -4.04 8.45 -3.95
H -3.32 6.46 -2.89
H -4.98 4.31 -6.28
H -5.66 6.52 -7.17
H -4.89 4.16 -2.10
H -4.27 2.02 -1.16
H -1.89 1.09 -4.40
H -2.34 3.25 -5.46
H -3.06 0.05 -1.14
H -1.47 0.51 -1.70
H -2.42 -0.56 -2.71
C 2.43 3.82 -3.42
N 1.88 3.20 -2.23
C 2.57 2.25 -1.56
C 2.07 1.61 -0.44
C 0.77 2.00 -0.02
C 0.09 2.99 -0.71
C 0.68 3.55 -1.80
C 0.04 1.22 1.02
C -1.26 1.48 1.43
C -2.00 0.47 2.08
N -1.41 -0.68 2.42
C -0.12 -0.88 2.19
C 0.64 0.03 1.44
C -2.30 -1.68 3.07
H 3.48 3.64 -3.19
H 2.19 4.89 -3.36
H 2.07 3.40 -4.35
H 3.58 2.02 -1.91
H 2.71 0.84 0.02
H -0.95 3.16 -0.56
H 0.22 4.36 -2.36
H -1.73 2.42 1.34
H -3.05 0.61 2.30
H 0.31 -1.77 2.67
H 1.66 -0.23 1.16
H -2.23 -2.65 2.52
H -3.32 -1.28 3.11
H -2.06 -1.93 4.09
C 6.91 -4.04 3.54
N 5.72 -3.57 4.28
C 5.80 -3.42 5.65
C 4.88 -2.66 6.28
C 3.91 -1.96 5.50
C 3.80 -2.21 4.13
C 4.68 -3.07 3.56
C 3.22 -0.84 6.10
C 2.64 -0.87 7.39
C 1.95 0.19 7.86
N 1.80 1.33 7.12
C 2.36 1.41 5.90
C 3.03 0.30 5.33
C 1.02 2.51 7.72
H 6.53 -4.26 2.55
H 7.40 -4.95 3.95
H 7.69 -3.27 3.54
H 6.68 -3.83 6.16
H 4.91 -2.48 7.31
H 3.01 -1.75 3.64
H 4.64 -3.35 2.52
H 2.71 -1.78 7.98
H 1.46 0.25 8.80
H 2.32 2.40 5.40
H 3.59 0.44 4.40
H 0.00 2.44 7.48
H 1.45 3.42 7.25
H 1.23 2.55 8.80
C -11.08 0.52 14.50
N -10.94 0.45 13.03
C -9.72 0.58 12.51
C -9.53 0.44 11.17
C -10.60 0.06 10.35
C -11.84 -0.14 10.89
C -11.95 0.07 12.23
C -10.45 0.06 8.84
C -11.46 -0.14 7.91
C -11.25 0.24 6.60
N -10.09 0.75 6.14
C -9.05 0.92 6.98
C -9.25 0.55 8.31
C -9.95 1.16 4.69
H -10.91 -0.39 15.02
H -12.16 0.68 14.77
H -10.45 1.34 14.92
H -8.86 0.80 13.17
H -8.54 0.60 10.75
H -12.74 -0.45 10.40
H -12.85 -0.32 12.70
H -12.38 -0.48 8.30
H -12.05 0.15 5.85
H -8.10 1.34 6.67
H -8.40 0.65 8.93
H -10.82 0.74 4.11
H -8.97 0.70 4.38
H -9.86 2.22 4.73
C -0.42 -6.07 -2.92
N 0.05 -7.48 -3.18
C -0.57 -8.23 -4.08
C -0.23 -9.50 -4.41
C 0.88 -10.07 -3.78
C 1.68 -9.21 -2.96
C 1.27 -7.94 -2.68
C 1.21 -11.49 -3.88
C 1.90 -12.04 -2.81
C 2.36 -13.33 -2.83
N 2.06 -14.12 -3.86
C 1.25 -13.66 -4.83
C 0.91 -12.35 -4.93
C 2.59 -15.46 -3.91
H 0.15 -5.31 -3.47
H -0.29 -5.91 -1.85
H -1.50 -5.91 -3.13
H -1.45 -7.71 -4.54
H -0.72 -10.03 -5.24
H 2.66 -9.62 -2.67
H 1.88 -7.16 -2.20
H 2.08 -11.44 -1.89
H 3.06 -13.73 -2.11
H 0.98 -14.43 -5.56
H 0.24 -12.13 -5.74
H 3.47 -15.49 -4.53
H 1.82 -16.18 -4.25
H 2.85 -15.74 -2.91
C 2.03 10.62 3.06
N 2.79 9.36 3.10
C 3.11 8.70 1.98
C 3.68 7.47 1.98
C 4.16 6.96 3.16
C 3.94 7.71 4.30
C 3.21 8.88 4.29
C 4.96 5.74 3.18
C 4.60 4.62 2.43
C 5.41 3.54 2.34
N 6.65 3.58 2.87
C 7.04 4.69 3.58
C 6.16 5.71 3.84
C 7.60 2.49 2.54
H 2.73 11.39 2.87
H 1.48 10.71 3.96
H 1.26 10.47 2.28
H 2.66 9.16 1.11
H 3.74 7.05 0.98
H 4.19 7.32 5.27
H 2.96 9.59 5.10
H 3.69 4.51 1.88
H 5.14 2.66 1.76
H 8.03 4.65 3.98
H 6.57 6.47 4.50
H 8.42 2.67 3.21
H 7.93 2.59 1.54
H 7.07 1.54 2.81
C 3.74 1.92 -7.95
C 2.70 0.92 -8.33
C 2.93 0.36 -9.78
N 1.75 0.14 -10.64
C 2.27 -0.51 -11.92
C 1.05 1.38 -11.02
C -0.30 0.91 -11.56
C -0.60 -0.45 -10.76
C 0.66 -0.80 -10.07
H 3.60 2.30 -6.95
H 3.82 2.74 -8.69
H 4.66 1.37 -7.98
H 1.74 1.42 -8.11
H 2.81 0.07 -7.61
H 3.39 -0.64 -9.78
H 3.61 1.05 -10.32
H 3.26 -0.06 -12.07
H 1.62 -0.34 -12.77
H 2.49 -1.53 -11.66
H 1.77 1.89 -11.65
H 0.91 2.00 -10.17
H -0.22 0.87 -12.63
H -1.10 1.59 -11.25
H -0.95 -1.22 -11.44
H -1.36 -0.32 -10.02
H 0.94 -1.82 -10.17
H 0.56 -0.51 -9.01
C 2.11 6.05 -7.31
C 3.29 7.06 -7.17
C 2.87 7.97 -6.00
N 3.82 9.15 -5.64
C 3.94 10.03 -6.81
C 5.17 8.61 -5.29
C 5.02 7.89 -3.96
C 3.86 8.66 -3.28
C 3.41 9.73 -4.34
H 1.19 6.58 -7.50
H 1.94 5.56 -6.37
H 2.31 5.27 -8.07
H 3.46 7.57 -8.07
H 4.22 6.54 -6.83
H 2.79 7.30 -5.14
H 1.84 8.41 -6.18
H 4.54 9.59 -7.60
H 4.44 10.96 -6.36
H 2.96 10.31 -7.11
H 5.88 9.42 -5.48
H 5.44 7.94 -6.05
H 5.95 7.81 -3.42
H 4.69 6.89 -4.14
H 4.06 9.12 -2.33
H 3.00 7.99 -3.05
H 4.02 10.64 -4.26
H 2.35 9.93 -4.46
C -6.63 -6.03 -3.22
C -7.91 -5.15 -2.96
C -7.88 -4.53 -1.61
N -9.18 -3.73 -1.25
C -9.47 -2.57 -2.12
C -9.15 -3.22 0.19
C -10.61 -2.87 0.57
C -11.48 -3.82 -0.31
C -10.47 -4.53 -1.24
H -6.73 -6.98 -2.65
H -5.74 -5.45 -2.90
H -6.61 -6.30 -4.25
H -8.82 -5.72 -3.11
H -7.87 -4.29 -3.64
H -7.06 -3.87 -1.48
H -7.83 -5.20 -0.73
H -9.47 -2.98 -3.13
H -8.69 -1.84 -2.04
H -10.48 -2.17 -1.96
H -8.55 -2.33 0.23
H -8.76 -4.01 0.79
H -10.80 -1.84 0.30
H -10.66 -3.04 1.63
H -12.13 -3.15 -0.83
H -12.15 -4.48 0.23
H -10.79 -4.66 -2.22
H -10.23 -5.53 -0.83
C 9.43 3.35 -6.07
C 8.52 2.69 -5.06
C 9.28 1.53 -4.43
N 8.60 1.09 -3.11
C 7.17 1.14 -3.26
C 8.98 1.94 -1.94
C 8.55 1.08 -0.73
C 8.67 -0.44 -1.13
C 9.06 -0.29 -2.64
H 9.67 2.68 -6.89
H 10.37 3.70 -5.67
H 9.00 4.23 -6.48
H 7.64 2.38 -5.59
H 8.24 3.45 -4.34
H 10.25 1.84 -4.03
H 9.37 0.69 -5.09
H 6.87 0.57 -4.16
H 6.87 2.16 -3.39
H 6.71 0.74 -2.37
H 8.47 2.88 -2.07
H 10.07 2.08 -2.02
H 7.50 1.33 -0.52
H 9.17 1.27 0.11
H 7.72 -0.97 -1.12
H 9.39 -1.06 -0.51
H 8.57 -1.08 -3.22
H 10.11 -0.30 -2.77
C 1.27 -11.22 8.53
C 0.08 -10.39 8.05
C -0.29 -9.37 9.10
N -1.38 -8.36 8.89
C -2.69 -9.12 8.94
C -1.26 -7.66 7.53
C -1.76 -6.27 7.79
C -1.25 -5.92 9.19
C -1.34 -7.28 9.94
H 1.23 -11.39 9.60
H 2.27 -10.74 8.39
H 1.38 -12.15 8.00
H -0.70 -11.09 7.78
H 0.42 -9.90 7.11
H 0.59 -8.74 9.25
H -0.52 -9.85 10.07
H -3.62 -8.56 8.63
H -2.78 -9.59 9.94
H -2.73 -10.00 8.30
H -1.77 -8.16 6.73
H -0.16 -7.58 7.36
H -2.82 -6.19 7.71
H -1.44 -5.57 7.04
H -1.80 -5.17 9.77
H -0.16 -5.69 9.16
H -2.27 -7.40 10.51
H -0.41 -7.50 10.51
N 5.31 -0.46 1.69
O 5.80 -0.51 2.83
O 4.63 0.50 1.41
O 5.44 -1.44 0.91
N -6.14 0.68 2.94
O -5.14 0.77 2.20
O -6.04 0.70 4.15
O -7.25 0.72 2.45
N 0.15 6.92 -2.44
O 0.63 7.67 -1.58
O 0.80 6.39 -3.36
O -1.06 6.62 -2.39
N 0.35 1.48 -4.58
O 1.27 0.79 -5.06
O 0.07 1.34 -3.41
O -0.23 2.26 -5.31
N 1.85 3.84 3.63
O 2.53 3.94 4.69
O 1.95 2.86 2.93
O 1.10 4.76 3.42
N 5.97 4.21 -1.21
O 4.86 4.74 -0.97
O 6.39 4.13 -2.38
O 6.66 3.72 -0.26
N 0.41 -2.98 5.51
O 0.57 -1.81 5.18
O 0.48 -3.81 4.62
O 0.23 -3.32 6.69
N -2.42 -3.17 -0.71
O -3.23 -2.57 -1.48
O -2.41 -4.40 -0.72
O -1.69 -2.48 -0.07
```

Summary:
LUMO level, eV: -13.94
Highest occupied orbital energy, eV: -18.48
Gap between HOMO and LUMO, eV: 4.5416
Charge: +9

Here are the Löwdin charges for atoms 1 to 99, given in e: 0.045 -0.063 0.012 0.051 -0.103 0.032 0.023 -0.164 0.025 0.028 -0.027 0.011 0.067 0.029 0.132 0.110 0.100 0.154 0.118 0.160 0.155 0.153 0.148 0.123 0.132 0.108 0.067 0.100 0.036 -0.063 0.018 0.068 -0.097 0.039 -0.016 -0.136 0.050 0.033 -0.055 0.009 0.069 0.040 0.085 0.082 0.091 0.149 0.102 0.115 0.130 0.120 0.101 0.132 0.110 0.118 0.096 0.089 0.027 -0.061 0.029 0.061 -0.096 0.042 0.001 -0.157 0.038 0.006 -0.048 0.042 0.070 0.068 0.092 0.118 0.117 0.159 0.115 0.109 0.134 0.136 0.136 0.086 0.132 0.087 0.107 0.107 0.044 -0.055 0.016 0.047 -0.086 0.053 0.028 -0.087 0.064 0.027 -0.074 0.049 0.038 0.066 0.106

---

[3]
Below is a molecular structure, C11H10BiClNSe in a non-equilibrium geometry, with properties calculated with wB97M-V/def2-TZVPD.

```
25
C11H10BiClNSe wB97M-V/def2-TZVPD
C 0.90 -2.02 0.88
C 0.97 -2.06 -0.55
C -0.39 -2.05 -1.06
H 1.85 -2.08 -1.13
C -1.30 -1.96 0.06
C -0.50 -1.97 1.26
H -0.86 -1.86 2.25
H 1.71 -1.96 1.54
H -0.67 -2.02 -2.08
H -2.34 -1.90 0.02
Bi -0.03 0.02 -0.14
Cl 0.80 1.40 1.74
C 0.11 2.92 -4.72
C -1.12 2.28 -5.06
C -0.81 1.05 -5.71
H -2.10 2.66 -4.87
C 0.61 0.93 -5.77
C 1.18 2.09 -5.16
H 2.22 2.29 -5.04
H 0.21 3.87 -4.22
H -1.52 0.34 -6.09
H 1.16 0.11 -6.20
Se 0.00 0.00 5.06
C -0.01 -0.02 3.32
N -0.06 -0.07 2.14
```

Summary:
LUMO level (spin up / spin down), eV: 1.06 / 0.99
Highest occupied orbital energy (spin up / spin down), eV: -2.88 / -2.87
Gap between HOMO and LUMO (spin up / spin down), eV: 3.9427 / 3.8599
Charge: -1

So, what does the Löwdin scheme give us? The charges, in e, come out as: -0.175 -0.253 -0.307 0.098 -0.235 -0.207 0.086 0.104 0.095 0.096 1.611 0.329 -0.230 -0.232 -0.235 0.037 -0.234 -0.231 0.038 0.039 0.035 0.036 0.510 -1.063 -0.715

---

[4]
Below is a molecular structure, C11H10BrCl3CuNO2S2 in a non-equilibrium geometry, with properties calculated with wB97M-V/def2-TZVPD.

```
31
C11H10BrCl3CuNO2S2 wB97M-V/def2-TZVPD
Cu -0.06 -0.42 -0.17
C -2.46 -3.65 -2.06
C -1.57 -2.48 -1.74
S -1.24 -2.32 -0.01
C -1.08 -1.65 -2.67
C -1.36 -1.81 -4.14
S -0.07 -0.24 -2.34
H -2.77 -4.13 -1.13
H -1.94 -4.39 -2.68
H -3.36 -3.32 -2.60
H -1.99 -2.67 -4.35
H -0.41 -1.93 -4.67
H -1.83 -0.90 -4.52
Cl 2.41 5.60 0.90
C 2.52 4.25 -0.24
Cl 4.12 3.52 -0.08
Cl 2.38 4.91 -1.89
C 1.25 3.05 -0.01
O 0.26 3.57 0.43
O 1.67 1.97 -0.33
Br 0.76 0.31 6.12
C 0.58 0.24 4.21
C -0.57 0.74 3.60
C -0.63 0.73 2.23
N 0.35 0.23 1.44
C 1.47 -0.19 2.06
C 1.63 -0.20 3.43
H -1.40 1.11 4.19
H -1.49 1.13 1.72
H 2.28 -0.50 1.41
H 2.55 -0.55 3.87
```

Summary:
Energy relative to the best compared isomer or geometry (same formula, charge and spin), kJ/mol: 53.2
LUMO level, eV: 3.91
Highest occupied orbital energy, eV: -0.19
Gap between HOMO and LUMO, eV: 4.0999
Charge: -2

So, what does the Löwdin scheme give us? The charges, in e, come out as: -0.143 -0.195 -0.816 0.470 -0.820 -0.184 0.514 0.021 0.058 0.057 0.041 0.051 0.051 0.470 -1.537 0.485 0.488 -0.822 -0.022 -0.052 0.651 -0.681 -0.113 -0.106 -0.077 -0.106 -0.118 0.095 0.123 0.121 0.094

---

[5]
Below is a molecular structure, C11H10BrCoN in a non-equilibrium geometry, with properties calculated with wB97M-V/def2-TZVPD.

```
24
C11H10BrCoN wB97M-V/def2-TZVPD
C 1.40 0.19 -1.72
C 1.30 1.60 -1.95
C 1.77 2.27 -0.77
H 0.92 2.09 -2.85
C 2.23 1.26 0.16
C 1.99 -0.02 -0.43
H 2.23 -1.00 -0.03
H 1.18 -0.59 -2.44
H 1.78 3.34 -0.65
H 2.60 1.44 1.16
Co 0.32 1.10 -0.18
Br -1.79 1.25 -1.21
C -1.91 -1.67 1.06
C -0.62 -2.27 1.03
C -0.28 -2.49 -0.35
H 0.03 -2.48 1.89
C -1.38 -2.06 -1.15
C -2.41 -1.61 -0.27
H -3.37 -1.17 -0.55
H -2.41 -1.29 1.94
H 0.64 -2.95 -0.71
H -1.38 -2.00 -2.23
N -0.16 1.03 2.86
C -0.05 1.02 1.69
```

Summary:
Energy relative to the best compared isomer or geometry (same formula, charge and spin), kJ/mol: 0.0
LUMO level (spin up / spin down), eV: 3.50 / 1.67
Highest occupied orbital energy (spin up / spin down), eV: -3.29 / -4.64
Gap between HOMO and LUMO (spin up / spin down), eV: 6.7895 / 6.3107
Charge: -1
Spin multiplicity: 5

So, what does the Löwdin scheme give us? The charges, in e, come out as: -0.199 -0.219 -0.204 0.099 -0.234 -0.191 0.102 0.102 0.100 0.101 0.109 0.149 -0.153 -0.093 -0.143 0.099 -0.161 -0.178 0.070 0.084 0.084 0.083 -0.048 -0.358

---

[6]
Below is a molecular structure, C11H10ClInNS in a non-equilibrium geometry, with properties calculated with wB97M-V/def2-TZVPD.

```
25
C11H10ClInNS wB97M-V/def2-TZVPD
C 0.27 2.31 0.79
C -0.33 2.26 -0.52
C 0.66 1.68 -1.42
H -1.34 2.57 -0.79
C 1.84 1.34 -0.63
C 1.59 1.75 0.72
H 2.26 1.61 1.57
H -0.22 2.68 1.69
H 0.52 1.47 -2.48
H 2.73 0.82 -1.00
In 0.03 0.01 -0.01
Cl -1.77 0.27 2.06
C -0.98 -2.20 -0.11
C 0.23 -2.24 -0.89
C 0.09 -1.32 -1.99
H 1.13 -2.82 -0.65
C -1.23 -0.71 -1.89
C -1.89 -1.26 -0.74
H -2.87 -0.97 -0.37
H -1.17 -2.74 0.81
H 0.86 -1.06 -2.72
H -1.62 0.08 -2.54
S 0.35 -0.77 2.31
C 0.39 -1.20 3.85
N 0.49 -1.54 4.95
```

Summary:
LUMO level (spin up / spin down), eV: 2.35 / 2.35
Highest occupied orbital energy (spin up / spin down), eV: -2.32 / -2.32
Gap between HOMO and LUMO (spin up / spin down), eV: 4.6673 / 4.6685
Charge: -1

So, what does the Löwdin scheme give us? The charges, in e, come out as: -0.208 -0.175 -0.199 0.113 -0.170 -0.189 0.105 0.094 0.105 0.108 0.468 -0.084 -0.219 -0.169 -0.197 0.107 -0.192 -0.199 0.091 0.101 0.103 0.105 0.431 -0.918 -0.015

---

[7]
Below is a molecular structure, C11H10ClIrNS in a non-equilibrium geometry, with properties calculated with wB97M-V/def2-TZVPD.

```
25
C11H10ClIrNS wB97M-V/def2-TZVPD
C -0.25 -1.48 3.05
C -0.94 -0.87 1.95
C -0.21 0.36 1.61
H -1.86 -1.22 1.48
C 0.89 0.48 2.55
C 0.88 -0.67 3.39
H 1.63 -0.86 4.16
H -0.57 -2.39 3.54
H -0.48 1.09 0.84
H 1.58 1.32 2.63
Ir 1.03 -1.28 1.22
Cl 1.17 -1.65 -1.03
C -0.52 0.94 -3.85
C -0.21 2.24 -3.33
C -1.37 2.72 -2.65
H 0.72 2.77 -3.47
C -2.39 1.73 -2.74
C -1.87 0.63 -3.49
H -2.41 -0.27 -3.76
H 0.14 0.31 -4.44
H -1.46 3.69 -2.16
H -3.40 1.82 -2.35
S 4.33 -3.87 3.02
C 3.22 -3.06 2.23
N 2.35 -2.50 1.62
```

Summary:
Energy relative to the best compared isomer or geometry (same formula, charge and spin), kJ/mol: 123.0
LUMO level (spin up / spin down), eV: 2.42 / -0.37
Highest occupied orbital energy (spin up / spin down), eV: -3.04 / -2.57
Gap between HOMO and LUMO (spin up / spin down), eV: 5.4573 / 2.1911
Charge: -1
Spin multiplicity: 5

So, what does the Löwdin scheme give us? The charges, in e, come out as: -0.232 -0.257 -0.277 0.113 -0.218 -0.263 0.106 0.104 0.120 0.103 1.159 -0.101 -0.208 -0.209 -0.217 0.050 -0.218 -0.206 0.051 0.054 0.047 0.046 0.605 -0.894 -0.257